(1)
Computed, not measured: a structure of composition H7O3, with the ωB97M-V functional and the def2-TZVPD basis.

The geometry in XYZ format:
```
10
Properties=species:S:1:pos:R:3
O -1.4637 0.8099 1.5694
H -0.6387 0.9303 2.1710
H -2.0882 1.2530 2.1581
O -0.4450 0.0605 -1.0452
H -1.2184 -0.2656 -1.4666
H -0.9002 0.4027 -0.2047
O 1.7491 -0.8622 -0.9018
H 0.6295 -0.4988 -1.0195
H 1.7620 -1.5653 -0.2891
H 2.6137 -0.2645 -0.9717
```

Computed properties:
LUMO: -4.0 eV
relative energy (zero: lowest compared OMol25 entry of this formula, charge and spin): 20.7 kcal/mol
total charge: +1
HOMO: -16.2 eV
energy: -6248.52397 eV

---

(2)
Computed, not measured: a cluster of 7 separate species, C33H61ClN7O in total, with the ωB97M-V functional and the def2-TZVPD basis.

The geometry in XYZ format:
```
103
Properties=species:S:1:pos:R:3
C 4.7176 -0.3083 -0.2447
C 3.6280 -1.5277 -0.1209
C 3.7712 -2.4842 -1.4443
C 2.1015 -1.0233 0.2106
C 1.3145 -0.3239 -1.0463
C -0.3181 -0.4809 -1.0187
C -0.8527 -2.0436 -0.9755
N -2.1991 -2.1494 -0.2489
C -3.1618 -1.0177 -0.6311
Cl -4.7573 -1.1129 0.3773
C -2.4191 0.4382 -0.3593
O -0.9966 0.2398 0.0700
H 4.9092 0.1919 0.7967
H 5.7429 -0.8069 -0.5952
H 4.4011 0.4551 -1.0919
H 3.9612 -2.1979 0.8089
H 4.6992 -2.0675 -2.0673
H 2.8397 -2.5025 -2.1523
H 4.0171 -3.6158 -1.1879
H 1.4708 -1.8825 0.7385
H 2.2103 -0.1763 1.0452
H 1.5376 0.8425 -0.9741
H 1.6750 -0.6608 -2.1091
H -0.7163 -0.0085 -2.0325
H -0.0715 -2.7836 -0.5152
H -1.0224 -2.3506 -2.1155
H -2.0534 -2.1044 0.7941
H -2.6724 -3.0595 -0.4440
H -3.4886 -1.1582 -1.7655
H -2.4958 1.0553 -1.3587
H -3.0643 0.9991 0.4460
C -2.9071 5.9824 -1.6048
C -2.4493 5.3900 -0.2757
C -0.9794 4.9652 -0.2885
C -0.7619 3.9003 -1.3509
N -0.5815 3.0167 -2.2323
H -2.8379 5.2526 -2.4177
H -3.9534 6.2974 -1.5400
H -2.3033 6.8568 -1.8734
H -3.0834 4.5282 -0.0344
H -2.6005 6.1328 0.5153
H -0.6970 4.5607 0.6892
H -0.3327 5.8235 -0.5006
C 5.6341 -4.7538 -4.5116
C 4.5166 -5.6627 -5.0138
C 3.4691 -4.9158 -5.8420
C 2.8189 -3.8352 -4.9936
N 2.2794 -2.9388 -4.2897
H 5.2529 -3.9783 -3.8397
H 6.3728 -5.3347 -3.9504
H 6.1476 -4.2648 -5.3473
H 4.0365 -6.1433 -4.1528
H 4.9545 -6.4597 -5.6249
H 2.6988 -5.6123 -6.1896
H 3.9314 -4.4544 -6.7214
C 6.6702 -9.5190 -0.4153
C 7.2325 -8.1063 -0.2919
C 6.4662 -7.0852 -1.1352
C 6.5436 -7.4703 -2.6035
N 6.6080 -7.7897 -3.8216
H 6.7453 -9.8957 -1.4403
H 7.2298 -10.2079 0.2253
H 5.6173 -9.5501 -0.1123
H 8.2880 -8.1176 -0.5898
H 7.1977 -7.8006 0.7596
H 6.8985 -6.0879 -1.0017
H 5.4155 -7.0437 -0.8282
C -5.0752 0.9107 3.2996
C -3.8583 0.5648 4.1519
C -3.4977 1.6675 5.1494
C -3.1697 2.9493 4.4014
N -2.8974 4.0127 3.7808
H -4.8965 1.7953 2.6801
H -5.3126 0.0836 2.6230
H -5.9531 1.1006 3.9277
H -3.0060 0.3687 3.4900
H -4.0603 -0.3619 4.7002
H -2.6293 1.3662 5.7446
H -4.3314 1.8536 5.8352
C -6.6725 0.1133 9.2566
C -7.0244 0.0052 7.7762
C -6.5647 -1.3131 7.1501
C -5.0536 -1.4344 7.2603
N -3.8000 -1.5350 7.3516
H -5.5899 0.0945 9.4170
H -7.0449 1.0570 9.6676
H -7.1205 -0.7080 9.8274
H -6.5713 0.8488 7.2415
H -8.1101 0.0967 7.6614
H -6.8522 -1.3476 6.0940
H -7.0327 -2.1637 7.6574
C 0.6130 9.2724 -3.0665
C -0.0925 9.6366 -4.3690
C -1.2285 10.6418 -4.1694
C -2.2787 10.0523 -3.2421
N -3.1500 9.5632 -2.4728
H -0.0669 8.7837 -2.3616
H 1.4341 8.5752 -3.2614
H 1.0294 10.1636 -2.5832
H -0.4828 8.7207 -4.8290
H 0.6412 10.0590 -5.0645
H -1.6923 10.8805 -5.1322
H -0.8469 11.5728 -3.7363
```

Computed properties:
LUMO: -2.9 eV
total charge: +1
HOMO: -12.4 eV
energy: -60195.81665 eV

---

(3)
Computed, not measured: a cluster of 20 separate species, C25H72BFN20O43S in total, with the ωB97M-V functional and the def2-TZVPD basis.

The geometry in XYZ format:
```
163
Properties=species:S:1:pos:R:3
C -0.7380 0.7078 3.3361
C -1.8336 1.6192 2.6954
O -1.1744 2.8577 2.3468
C -1.5872 3.3198 1.0749
C -0.5700 2.9423 -0.0749
O 0.1059 1.7581 0.3483
N 1.0041 1.3067 -0.6021
B 2.3369 1.2154 0.1294
O 2.9284 -0.0574 0.3060
C 3.1439 2.4736 0.6757
C 2.4556 3.2849 1.8329
S 0.3779 -0.2981 -0.9713
O 0.1281 -1.0791 0.2648
O -0.9242 -0.0832 -1.6578
F 1.4018 -1.0520 -1.9797
H 0.1072 0.6966 2.6178
H -0.3379 1.1981 4.2465
H -1.0881 -0.3215 3.5084
H -2.0850 1.1332 1.7275
H -2.7192 1.7654 3.3484
H -2.6132 2.9823 0.8475
H -1.5735 4.4306 1.1222
H 0.0999 3.7860 -0.3128
H -1.1985 2.7745 -0.9777
H 3.2663 -0.0363 1.2155
H 3.3906 3.1789 -0.1454
H 4.1195 2.1313 1.0693
H 3.2813 3.7326 2.4230
H 1.7671 2.6987 2.4667
H 1.8633 4.1219 1.4086
C -3.6273 -2.1957 -2.2025
N -4.9666 -1.9183 -2.7786
O -5.2354 -2.4180 -3.8550
O -5.7093 -1.2118 -2.1395
H -3.0828 -2.8375 -2.8869
H -3.1174 -1.2429 -2.0781
H -3.7755 -2.6892 -1.2446
C -2.0219 -5.7989 0.6496
N -2.9805 -4.7518 1.0738
O -3.6004 -4.9354 2.0971
O -3.0822 -3.7760 0.3608
H -2.0388 -6.6020 1.3734
H -2.3409 -6.1531 -0.3277
H -1.0347 -5.3418 0.6043
C -4.9452 -9.1887 -0.8173
N -3.8718 -8.2251 -0.4797
O -3.8874 -7.1474 -1.0484
O -3.0524 -8.5816 0.3371
H -5.5967 -8.7372 -1.5581
H -4.4753 -10.0762 -1.2097
H -5.4946 -9.4080 0.0962
C -7.9266 -1.7100 -4.6053
N -9.2649 -1.4420 -5.1925
O -9.5203 -1.9462 -6.2661
O -10.0152 -0.7351 -4.5586
H -7.3791 -2.3507 -5.2831
H -7.4221 -0.7566 -4.4811
H -8.0765 -2.1993 -3.6476
C -1.4968 -8.3945 4.5375
N -0.3677 -8.5983 3.5947
O -0.4603 -8.0996 2.4960
O 0.5683 -9.2510 3.9930
H -2.2565 -7.7954 4.0454
H -1.8847 -9.3754 4.7990
H -1.1040 -7.8817 5.4114
C -0.9815 -9.6216 -3.0085
N -2.1737 -10.3915 -2.5762
O -1.9920 -11.4554 -2.0381
O -3.2605 -9.8945 -2.7941
H -0.0921 -10.1857 -2.7492
H -1.0555 -9.4845 -4.0845
H -1.0020 -8.6674 -2.4871
C -6.4881 -3.3825 -7.7981
N -5.5824 -4.3524 -8.4642
O -5.2217 -4.1025 -9.5895
O -5.2651 -5.3336 -7.8274
H -6.6829 -2.5630 -8.4815
H -7.4072 -3.9073 -7.5505
H -5.9830 -3.0299 -6.9023
C -3.6776 5.0058 3.8722
N -4.5821 4.0359 3.2076
O -5.0881 4.3578 2.1548
O -4.7458 2.9767 3.7716
H -3.6203 5.8992 3.2652
H -4.0995 5.2256 4.8507
H -2.7090 4.5328 3.9590
C -12.5833 0.8147 -6.1294
N -13.0121 2.1163 -6.7018
O -13.6762 2.8472 -6.0014
O -12.6652 2.3572 -7.8359
H -12.9633 0.7378 -5.1166
H -12.9945 0.0297 -6.7584
H -11.4976 0.7938 -6.1363
C 2.1312 1.3523 -4.3061
N 2.9389 2.4757 -3.7668
O 2.7841 2.7742 -2.6046
O 3.7021 3.0211 -4.5337
H 1.4993 0.9673 -3.5143
H 1.5319 1.7442 -5.1240
H 2.8230 0.5905 -4.6559
C -4.0889 -8.0127 -5.9748
N -4.7050 -9.2939 -5.5477
O -4.0417 -10.3015 -5.6724
O -5.8288 -9.2400 -5.1042
H -3.0899 -8.2153 -6.3464
H -4.7140 -7.5909 -6.7576
H -4.0546 -7.3606 -5.1055
C 6.9463 0.8223 2.2302
N 5.8173 -0.0076 2.7195
O 6.0762 -1.0556 3.2631
O 4.7003 0.4307 2.5414
H 7.8777 0.3153 2.4563
H 6.8205 0.9438 1.1566
H 6.8918 1.7807 2.7438
C 3.0969 5.7751 -6.3748
N 1.7282 6.0520 -6.8792
O 1.4093 5.5585 -7.9374
O 1.0234 6.7552 -6.1918
H 3.6080 5.1372 -7.0877
H 3.6072 6.7292 -6.2730
H 2.9977 5.2779 -5.4138
C 4.8852 4.2777 6.0362
N 5.3108 3.9152 4.6632
O 4.7085 4.4181 3.7436
O 6.2350 3.1350 4.5567
H 4.0569 4.9746 5.9693
H 4.5808 3.3614 6.5382
H 5.7297 4.7304 6.5311
C 8.3081 -0.9913 5.8331
N 9.4045 -1.1148 4.8400
O 9.2490 -0.5895 3.7596
O 10.3865 -1.7342 5.1764
H 7.5028 -0.4150 5.3913
H 7.9758 -1.9963 6.0786
H 8.7147 -0.4869 6.7060
C 3.4831 8.3767 1.9046
N 3.2834 6.9447 2.2403
O 3.5455 6.1302 1.3873
O 2.8706 6.6999 3.3523
H 3.8527 8.4459 0.8867
H 2.5210 8.8729 2.0024
H 4.2057 8.7789 2.6103
C 0.1135 7.2742 5.1418
N -0.8002 6.2801 4.5286
O -1.3499 6.5852 3.4865
O -0.9218 5.2300 5.1147
H 0.1359 8.1609 4.5176
H -0.2668 7.5095 6.1329
H 1.0960 6.8126 5.1943
C 7.3168 8.2804 4.4445
N 6.1777 7.5108 5.0060
O 6.4324 6.4805 5.5902
O 5.0696 7.9681 4.8390
H 8.2372 7.7523 4.6700
H 7.1648 8.3530 3.3705
H 7.3083 9.2626 4.9100
C 12.5276 0.6410 3.9021
N 12.0071 1.9432 3.4156
O 11.3676 2.6180 4.1926
O 12.2584 2.2413 2.2710
H 12.2257 0.5104 4.9356
H 12.1012 -0.1369 3.2744
H 13.6108 0.6674 3.8155
```

Computed properties:
LUMO: -0.7 eV
relative energy (zero: lowest compared OMol25 entry of this formula, charge and spin): 0.0 kcal/mol
total charge: 0
HOMO: -9.5 eV
energy: -159110.96571 eV

---

(4)
Computed, not measured: a cluster of 14 separate species, C20H15B2Cl54IO2 in total, with the ωB97M-V functional and the def2-TZVPD basis.

The geometry in XYZ format:
```
94
Properties=species:S:1:pos:R:3
C 5.6170 -0.6253 -3.0507
C 4.8048 0.3796 -2.2218
I 4.9145 -0.0095 -0.0930
C 3.3598 0.5535 -2.6977
B 2.4464 -0.7085 -2.9441
C 2.6233 -2.1058 -2.2821
B 3.4841 -3.1668 -3.0917
O 3.9269 -4.2644 -2.4009
O 3.8607 -3.0291 -4.4228
C 1.1850 -0.4224 -3.9185
Cl 1.5096 -1.1055 -5.5435
C -0.1305 -0.9285 -3.3496
C -0.3705 -0.3554 -1.9480
Cl -1.4891 -0.5128 -4.4641
H 6.4894 -0.1351 -3.4850
H 5.0316 -1.0563 -3.8589
H 6.0069 -1.4357 -2.4324
H 5.2937 1.3493 -2.2743
H 2.8282 1.2156 -1.9998
H 3.4064 1.1112 -3.6444
H 3.0831 -2.0703 -1.2906
H 1.6400 -2.5764 -2.1336
H 4.6520 -4.6738 -2.8906
H 3.2101 -3.3579 -5.0494
H 1.0795 0.6546 -4.0800
H -0.1227 -2.0170 -3.3298
H 0.3257 0.4502 -1.7066
H -1.3887 0.0203 -1.8613
H -0.2590 -1.1427 -1.2004
C 3.0469 -3.4565 2.4580
Cl 4.1944 -4.1805 1.3433
Cl 2.7487 -4.5554 3.8107
Cl 3.7107 -1.9392 3.0759
Cl 1.5211 -3.1358 1.6222
C -2.3325 3.6949 -3.1073
Cl -2.1367 4.3131 -1.4683
Cl -0.7484 3.3555 -3.8136
Cl -3.2765 2.2059 -3.0441
Cl -3.1749 4.8942 -4.0965
C -1.3515 1.7124 2.2817
Cl -2.2583 1.2079 3.7113
Cl -0.6797 3.3199 2.5772
Cl -0.0475 0.5730 1.9612
Cl -2.4441 1.7867 0.8976
C -3.7156 6.3076 4.6658
Cl -2.3410 7.3988 4.8704
Cl -4.7736 6.4193 6.0738
Cl -4.6073 6.7363 3.2049
Cl -3.1284 4.6496 4.4879
C 1.9222 -7.0609 -4.1230
Cl 1.4229 -6.4043 -2.5669
Cl 3.6324 -7.5007 -4.0688
Cl 0.9753 -8.5023 -4.4879
Cl 1.6396 -5.8528 -5.3977
C -1.5870 1.3407 8.1762
Cl -1.5362 2.5184 6.8652
Cl -3.2648 0.9006 8.5008
Cl -0.6808 -0.1046 7.7186
Cl -0.8643 2.0549 9.6255
C -6.4305 4.7913 0.0723
Cl -6.2539 4.5413 -1.6675
Cl -5.1291 3.9554 0.9211
Cl -6.3611 6.5224 0.4315
Cl -7.9799 4.1443 0.6105
C -11.1983 1.5594 -0.8891
Cl -10.9756 1.4169 0.8599
Cl -12.5953 2.5883 -1.2197
Cl -9.7527 2.2837 -1.5950
Cl -11.4661 -0.0410 -1.5846
C -9.6055 2.4223 5.1228
Cl -11.1442 1.6591 4.7022
Cl -9.8665 3.6057 6.4067
Cl -8.4703 1.1892 5.6787
Cl -8.9463 3.2293 3.6987
C 6.1063 1.5037 -7.0445
Cl 4.8005 0.6693 -6.2000
Cl 7.5354 1.5626 -6.0039
Cl 6.5010 0.6376 -8.5320
Cl 5.5996 3.1477 -7.4402
C 7.5812 -5.8944 4.0154
Cl 7.9925 -6.0288 5.7278
Cl 6.7335 -4.3761 3.7247
Cl 9.0595 -5.9405 3.0495
Cl 6.5346 -7.2420 3.5539
C -4.7679 4.7189 11.1915
Cl -5.1722 4.0668 12.7823
Cl -3.3122 3.9284 10.5825
Cl -6.1049 4.4184 10.0745
Cl -4.4906 6.4586 11.3209
C 6.9334 -5.6423 -6.0925
Cl 7.9383 -6.9724 -6.6750
Cl 7.5473 -4.1136 -6.7162
Cl 5.2749 -5.8818 -6.6376
Cl 7.0018 -5.6194 -4.3180
```

Computed properties:
LUMO: 0.0 eV
total charge: 0
HOMO: -9.3 eV
energy: -710742.52612 eV

---

(5)
Computed, not measured: a structure of composition C15H27ClN7O3STi, with the ωB97M-V functional and the def2-TZVPD basis.

The geometry in XYZ format:
```
55
Properties=species:S:1:pos:R:3
Ti -0.0709 0.5722 1.3418
N 1.4483 -1.0366 2.0770
C 1.0031 -1.2635 3.4796
C -0.4429 -1.7086 3.3652
N -1.3283 -0.7787 2.5269
C -2.3771 -0.0054 3.2797
C -1.6952 1.1633 3.9870
N -0.9619 1.8743 2.9483
H 2.3786 -0.6347 1.9683
H 1.4573 -1.8668 1.4859
H 1.5339 -2.0732 3.9964
H 1.1802 -0.3560 4.0188
H -0.4690 -2.6809 2.8624
H -0.9272 -1.7703 4.3481
H -1.8072 -1.3216 1.8099
H -3.0931 0.3814 2.5568
H -2.9086 -0.6841 3.9672
H -2.4021 1.8224 4.5191
H -0.9143 0.7897 4.6949
H -1.6104 2.4076 2.3691
H -0.3899 2.5925 3.4104
S -2.4746 1.0767 -0.1805
C -1.9898 1.1253 -1.8294
N -0.8927 1.7841 -2.2647
C -0.5742 1.3977 -3.6627
C -1.9805 1.0663 -4.1125
N -2.5913 0.5752 -2.8584
H -0.1477 2.0794 -1.6405
H 0.1379 0.5351 -3.7326
H -0.1406 2.2663 -4.1797
H -2.0024 0.2986 -4.8573
H -2.5315 1.9323 -4.4585
H -3.5738 0.3546 -2.8247
N 1.0111 -4.2082 -3.9501
C 1.5726 -2.9419 -3.8881
O 2.3482 -2.5539 -4.7357
C 1.1434 -2.0924 -2.6920
C 2.0544 -1.0863 -2.2601
C 1.7185 -0.3691 -1.1204
N 0.5567 -0.5334 -0.5107
C -0.3653 -1.4041 -0.9885
C -0.1088 -2.2131 -2.0451
H 1.2731 -4.8256 -4.7275
H 0.3554 -4.5815 -3.2777
H 2.9770 -0.8811 -2.8168
H 2.4017 0.3551 -0.6910
H -1.3180 -1.4359 -0.4753
H -0.9250 -2.8402 -2.4001
Cl 4.0306 3.2160 0.1138
C 2.7658 3.5839 1.2941
C 1.6303 2.5704 1.1936
O 1.7084 1.6216 2.0016
O 0.7332 2.5828 0.2860
H 2.3622 4.5365 0.9970
H 3.2327 3.5858 2.2818
```

Computed properties:
LUMO (alpha / beta): -2.9 / -2.9 eV
expectation value of S²: 2.004
relative energy (zero: lowest compared OMol25 entry of this formula, charge and spin): 2.2 kcal/mol
spin multiplicity: 3
total charge: +1
HOMO (alpha / beta): -8.9 / -11.7 eV
energy: -79038.52828 eV

---

(6)
Computed, not measured: a cluster of 2 separate species, C4H11NO2 in total, with the ωB97M-V functional and the def2-TZVPD basis.

The geometry in XYZ format:
```
18
Properties=species:S:1:pos:R:3
C -1.1227 -0.6126 -0.1496
C -1.7412 -1.3529 1.0311
C 0.4755 -0.3589 0.0906
N 1.1666 -0.5388 -1.0774
C 2.1873 0.3830 -1.5581
O 0.8380 -0.1562 1.2000
H -1.6363 0.3522 -0.2168
H -1.1377 -1.0438 -1.1460
H -2.8102 -1.4009 0.8729
H -1.3493 -2.3710 1.0708
H -1.4084 -0.8908 1.9542
H 1.0039 -1.2905 -1.7392
H 3.0139 -0.2553 -1.8769
H 2.5065 1.0871 -0.7931
H 1.8218 0.9764 -2.3998
H -0.2252 1.8161 1.3773
H -1.1436 3.0720 1.4413
O -0.4390 2.5849 1.9187
```

Computed properties:
LUMO (alpha / beta): -4.4 / -9.2 eV
expectation value of S²: 0.766
relative energy (zero: lowest compared OMol25 entry of this formula, charge and spin): 33.6 kcal/mol
spin multiplicity: 2
total charge: +1
HOMO (alpha / beta): -14.6 / -14.6 eV
energy: -9901.54016 eV